{
  "formula": "C29H34I2NO9PbSSi",
  "method": "ωB97M-V/def2-TZVPD",
  "symbols": ["Pb", "O", "S", "O", "O", "O", "O", "C", "O", "C", "N", "C", "C", "C", "H", "H", "H", "H", "H", "H", "H", "H", "H", "C", "C", "C", "C", "Si", "O", "C", "C", "C", "C", "C", "C", "C", "C", "C", "C", "C", "C", "H", "H", "H", "H", "H", "H", "H", "H", "H", "H", "H", "H", "H", "H", "H", "H", "H", "H", "H", "I", "C", "H", "H", "I", "C", "C", "C", "C", "C", "C", "C", "O", "O", "H", "H", "H", "H"],
  "positions_angstrom": [[0.248, -3.409, -0.083], [-3.462, -2.103, -0.522], [-2.435, -2.693, 0.333], [-2.841, -3.132, 1.620], [-1.226, -1.808, 0.520], [-1.900, -3.871, -0.505], [-0.160, -0.758, 5.914], [0.393, -1.150, 4.756], [1.586, -1.034, 4.549], [-0.573, -1.687, 3.713], [-1.962, -1.576, 4.274], [-2.466, -2.891, 4.741], [-1.190, -3.788, 4.701], [-0.384, -3.213, 3.500], [-0.447, -1.122, 2.776], [-2.490, -1.021, 3.658], [-1.125, -0.818, 5.731], [-3.146, -3.250, 3.962], [-2.912, -2.851, 5.685], [-1.575, -4.764, 4.518], [-0.672, -3.687, 5.643], [-0.883, -3.496, 2.554], [0.575, -3.590, 3.438], [1.991, -2.139, -5.007], [2.458, -1.187, -3.939], [2.687, 0.232, -4.600], [3.843, -1.665, -3.393], [1.116, -0.948, -2.499], [0.855, -2.429, -1.901], [1.950, 0.253, -1.281], [2.941, -0.127, -0.415], [3.515, 0.744, 0.477], [3.195, 2.063, 0.493], [2.094, 2.471, -0.243], [1.425, 1.553, -1.096], [-0.451, -0.225, -3.165], [-0.635, 1.059, -3.719], [-1.896, 1.588, -3.989], [-3.006, 0.852, -3.569], [-2.833, -0.382, -3.051], [-1.581, -0.970, -2.933], [2.742, -2.259, -5.782], [1.094, -1.676, -5.428], [1.711, -3.110, -4.523], [3.620, 0.346, -5.169], [2.774, 0.988, -3.823], [1.841, 0.485, -5.212], [4.596, -1.616, -4.191], [3.639, -2.692, -3.072], [3.987, -1.117, -2.466], [3.166, -1.211, -0.488], [4.191, 0.355, 1.217], [3.609, 2.713, 1.276], [1.725, 3.493, -0.146], [0.598, 1.885, -1.725], [0.182, 1.698, -4.012], [-1.991, 2.532, -4.451], [-3.965, 1.310, -3.757], [-3.705, -0.896, -2.731], [-1.530, -2.037, -2.605], [-5.198, 1.537, -0.196], [-3.096, 0.951, 0.098], [-3.178, 0.132, 0.779], [-2.885, 0.559, -0.879], [2.219, 6.934, 2.203], [0.885, 5.394, 2.096], [-0.063, 5.358, 1.056], [-0.877, 4.278, 0.876], [-0.756, 3.228, 1.799], [0.199, 3.197, 2.787], [1.025, 4.297, 2.989], [-1.587, 1.991, 1.587], [-2.160, 1.914, 0.336], [-1.741, 1.125, 2.405], [-0.144, 6.139, 0.293], [-1.569, 4.232, 0.064], [0.240, 2.334, 3.447], [1.783, 4.175, 3.702]],
  "lumo_ev": 1.7731,
  "total_charge": -1,
  "total_energy_ha": -3333.529179,
  "relative_energy_ev": 0.563
}